Record 1
This record from the OMol25 dataset describes a structure of composition C46H56BHfN8O2S4. The level of theory is ωB97M-V with the def2-TZVPD basis set.

Each line ends with the Löwdin charge.
Positions of all 118 atoms, in Å:
Hf (-0.055, 0.270, -0.015)  1.0821
C (0.381, 4.836, -1.713)  -0.0612
C (1.368, 3.721, -1.829)  -0.2450
C (2.715, 3.906, -1.663)  0.0432
C (3.588, 2.810, -1.728)  -0.2143
N (3.139, 1.598, -1.962)  0.1697
N (1.824, 1.407, -2.062)  -0.0203
B (1.302, -0.056, -2.008)  -0.7527
N (2.448, -1.112, -1.878)  0.0058
N (3.324, -1.115, -2.907)  0.1784
C (4.302, -1.958, -2.921)  -0.2251
C (4.468, -2.899, -1.858)  0.0409
C (3.592, -2.930, -0.834)  -0.2464
C (3.723, -3.887, 0.307)  -0.0840
C (2.485, -1.981, -0.841)  -0.6018
S (1.385, -1.991, 0.434)  0.7081
C (5.259, -1.918, -4.101)  -0.5493
C (5.156, -3.245, -4.862)  -0.0459
C (4.902, -0.769, -5.039)  -0.0600
C (6.692, -1.726, -3.591)  -0.0412
N (0.575, -0.361, -3.367)  -0.0468
N (1.039, 0.226, -4.473)  0.1866
C (0.424, 0.015, -5.598)  -0.2181
C (-0.687, -0.869, -5.664)  0.0420
C (-1.163, -1.463, -4.543)  -0.2445
C (-2.350, -2.369, -4.548)  -0.0758
C (-0.514, -1.142, -3.299)  -0.6318
S (-1.113, -1.659, -1.793)  0.6956
C (0.922, 0.748, -6.835)  -0.5504
C (-0.239, 1.548, -7.438)  -0.0479
C (2.055, 1.708, -6.481)  -0.0535
C (1.423, -0.276, -7.861)  -0.0443
C (0.904, 2.399, -2.008)  -0.6031
S (-0.779, 1.972, -2.060)  0.6809
C (5.092, 2.959, -1.555)  -0.5419
C (5.369, 3.661, -0.220)  -0.0393
C (5.783, 1.596, -1.548)  -0.0560
C (5.646, 3.792, -2.716)  -0.0454
H (0.889, 5.791, -1.579)  0.0767
H (-0.278, 4.648, -0.861)  0.0762
H (-0.261, 4.885, -2.593)  0.0743
H (3.109, 4.897, -1.475)  0.1164
H (5.304, -3.589, -1.877)  0.1149
H (4.606, -4.514, 0.177)  0.0754
H (2.835, -4.515, 0.385)  0.0764
H (3.792, -3.340, 1.249)  0.0753
H (4.137, -3.407, -5.218)  0.0901
H (5.434, -4.095, -4.235)  0.0772
H (5.823, -3.237, -5.727)  0.0824
H (3.887, -0.869, -5.422)  0.0620
H (5.601, -0.759, -5.880)  0.0870
H (4.950, 0.194, -4.529)  0.0720
H (7.010, -2.547, -2.945)  0.0760
H (6.784, -0.796, -3.027)  0.0728
H (7.386, -1.683, -4.434)  0.0849
H (-1.172, -1.052, -6.616)  0.1150
H (-2.735, -2.491, -5.561)  0.0746
H (-3.132, -1.971, -3.901)  0.0756
H (-2.092, -3.346, -4.136)  0.0794
H (-0.647, 2.249, -6.708)  0.0927
H (-1.051, 0.900, -7.774)  0.0744
H (0.108, 2.118, -8.303)  0.0825
H (1.730, 2.458, -5.759)  0.0852
H (2.388, 2.218, -7.390)  0.0839
H (2.903, 1.187, -6.040)  0.0625
H (0.637, -0.980, -8.144)  0.0766
H (2.262, -0.848, -7.463)  0.0791
H (1.757, 0.232, -8.769)  0.0833
H (4.913, 3.109, 0.605)  0.0827
H (4.984, 4.682, -0.206)  0.0763
H (6.447, 3.712, -0.044)  0.0841
H (5.485, 1.005, -0.681)  0.0784
H (6.865, 1.750, -1.506)  0.0863
H (5.541, 1.016, -2.439)  0.0509
H (5.190, 4.784, -2.756)  0.0773
H (5.459, 3.297, -3.671)  0.0857
H (6.725, 3.921, -2.602)  0.0816
O (3.634, 1.456, 5.838)  -0.0672
C (4.186, 0.824, 4.688)  -0.2313
C (3.290, 0.996, 3.500)  -0.2229
C (3.822, 0.664, 2.197)  -0.0665
C (2.985, 0.661, 1.137)  -0.2117
N (1.670, 1.031, 1.172)  -0.0831
C (1.187, 1.512, 2.410)  -0.2804
C (2.007, 1.394, 3.589)  0.0221
C (-0.065, 2.094, 2.397)  -0.3003
C (-0.668, 2.773, 3.525)  0.0079
C (-1.828, 3.443, 3.383)  -0.2292
C (-2.508, 4.149, 4.523)  -0.2343
O (-2.098, 3.705, 5.810)  -0.0804
C (-2.454, 3.477, 2.078)  -0.0623
C (-1.886, 2.789, 1.062)  -0.2034
N (-0.734, 2.064, 1.167)  -0.1015
H (4.176, 1.220, 6.594)  0.0757
H (4.330, -0.248, 4.883)  0.1221
H (5.173, 1.246, 4.453)  0.1148
H (4.855, 0.362, 2.070)  0.0930
H (3.340, 0.341, 0.164)  0.0758
H (1.584, 1.632, 4.554)  0.1063
H (-0.165, 2.760, 4.482)  0.1062
H (-3.595, 4.035, 4.406)  0.1121
H (-2.298, 5.223, 4.499)  0.1203
H (-2.032, 2.744, 5.755)  0.0813
H (-3.390, 3.997, 1.913)  0.0898
H (-2.353, 2.759, 0.084)  0.0618
C (-1.752, -0.554, 1.163)  -0.7781
C (-3.233, -0.624, 1.073)  -0.3319
C (-4.023, -1.282, 2.018)  -0.0699
C (-5.402, -1.307, 1.904)  -0.0993
C (-6.028, -0.663, 0.841)  -0.1117
C (-5.258, -0.003, -0.106)  -0.0921
C (-3.874, 0.005, 0.010)  -0.0696
H (-3.531, -1.775, 2.848)  0.0779
H (-5.991, -1.829, 2.649)  0.0925
H (-7.108, -0.678, 0.755)  0.0894
H (-5.730, 0.502, -0.940)  0.0949
H (-3.279, 0.507, -0.745)  0.0804
S (-0.944, -0.851, 2.568)  0.6575

## Properties
- Calculated total energy: -4040.802954 Eh
- HOMO: -1.98 eV
- ΔE to the lowest compared entry with this formula, charge and spin: 0.0 kcal/mol
- Molar mass: 1070.6 g/mol
- Frontier orbital gap: 4.0970 eV
- Net charge: -1


Record 2
This record from the OMol25 dataset describes a structure of composition C46H57BGeN7RuS3. The level of theory is ωB97M-V with the def2-TZVPD basis set.

Each line ends with the Löwdin charge.
Positions of all 116 atoms, in Å:
Ru (0.015, -0.823, 0.841)  0.6212
C (-1.693, 3.651, -1.765)  -0.0451
C (-0.516, 4.400, -1.151)  -0.5282
C (0.782, 4.176, -1.928)  -0.0444
C (-0.831, 5.894, -1.163)  -0.0544
N (-0.320, 3.949, 0.257)  0.0219
C (-0.398, 4.784, 1.363)  -0.0355
C (-0.037, 4.063, 2.437)  -0.0542
N (0.272, 2.787, 2.012)  0.0122
B (1.048, 1.815, 2.911)  -0.5958
N (2.434, 1.538, 2.191)  0.0446
C (3.254, 2.641, 2.069)  -0.0479
C (4.225, 2.354, 1.189)  -0.0447
N (4.016, 1.055, 0.754)  0.0084
C (2.918, 0.565, 1.385)  -0.6514
S (2.313, -1.050, 1.321)  0.6580
C (4.861, 0.510, -0.353)  -0.5376
C (4.462, -0.888, -0.805)  -0.0950
C (4.690, 1.455, -1.548)  -0.0237
C (6.310, 0.484, 0.136)  -0.0290
N (0.287, 0.554, 3.401)  0.0045
C (0.840, -0.069, 4.511)  -0.0788
C (-0.127, -0.739, 5.151)  -0.0633
N (-1.304, -0.575, 4.429)  -0.0139
C (-1.053, 0.245, 3.355)  -0.7157
S (-2.196, 0.879, 2.281)  0.6913
C (-2.622, -1.152, 4.822)  -0.5517
C (-3.511, -0.036, 5.367)  -0.0383
C (-3.276, -1.866, 3.635)  -0.0544
C (-2.389, -2.191, 5.920)  -0.0548
C (0.083, 2.716, 0.681)  -0.6167
S (0.333, 1.329, -0.283)  0.7349
H (-1.849, 3.985, -2.792)  0.1025
H (-2.601, 3.849, -1.194)  0.0911
H (-1.525, 2.578, -1.769)  0.0240
H (0.651, 4.538, -2.949)  0.0910
H (1.054, 3.123, -1.964)  0.0175
H (1.600, 4.733, -1.465)  0.0917
H (-0.963, 6.195, -2.202)  0.0914
H (-0.019, 6.489, -0.742)  0.0861
H (-1.758, 6.120, -0.635)  0.0878
H (-0.713, 5.806, 1.300)  0.1086
H (0.022, 4.337, 3.475)  0.1204
H (1.323, 2.449, 3.903)  0.1230
H (3.058, 3.546, 2.618)  0.1246
H (5.043, 2.956, 0.842)  0.1170
H (3.431, -0.924, -1.151)  0.0546
H (4.594, -1.631, -0.023)  0.0556
H (5.116, -1.140, -1.642)  0.0896
H (3.641, 1.490, -1.846)  0.0854
H (5.275, 1.079, -2.389)  0.0898
H (5.027, 2.468, -1.330)  0.0762
H (6.403, -0.164, 1.008)  0.0933
H (6.672, 1.477, 0.403)  0.0752
H (6.951, 0.093, -0.655)  0.0897
H (1.883, 0.038, 4.750)  0.1269
H (-0.062, -1.347, 6.033)  0.1109
H (-3.667, 0.726, 4.607)  0.0452
H (-3.048, 0.424, 6.243)  0.0884
H (-4.479, -0.445, 5.660)  0.0894
H (-3.635, -1.167, 2.886)  0.0290
H (-4.116, -2.455, 4.006)  0.0865
H (-2.567, -2.541, 3.154)  0.0757
H (-1.995, -1.751, 6.837)  0.0815
H (-1.723, -2.988, 5.586)  0.0835
H (-3.352, -2.638, 6.165)  0.0893
C (1.009, -7.056, 2.379)  -0.0420
C (0.674, -5.638, 2.022)  -0.2640
C (0.631, -5.205, 0.704)  -0.0098
C (0.348, -3.883, 0.416)  -0.1308
N (0.088, -2.962, 1.354)  -0.0975
C (0.155, -3.375, 2.624)  -0.1374
C (0.432, -4.676, 2.995)  -0.0140
H (0.716, -7.742, 1.586)  0.0798
H (0.513, -7.357, 3.302)  0.0797
H (2.085, -7.163, 2.531)  0.0891
H (0.824, -5.890, -0.111)  0.1172
H (0.340, -3.537, -0.607)  0.0960
H (-0.009, -2.620, 3.371)  0.0813
H (0.461, -4.930, 4.047)  0.1153
C (-0.885, -1.369, -0.656)  -0.4604
Ge (-1.219, -0.690, -2.445)  0.8832
C (-2.588, 0.695, -2.460)  -0.3004
C (-3.213, 1.055, -1.267)  -0.1391
C (-4.228, 2.002, -1.261)  -0.1021
C (-4.624, 2.605, -2.447)  -0.1046
C (-4.008, 2.256, -3.642)  -0.0963
C (-3.000, 1.302, -3.647)  -0.1147
C (0.377, -0.135, -3.441)  -0.2893
C (1.354, -1.093, -3.714)  -0.1226
C (2.505, -0.763, -4.417)  -0.0960
C (2.699, 0.540, -4.856)  -0.1041
C (1.741, 1.507, -4.585)  -0.0915
C (0.591, 1.167, -3.884)  -0.1223
C (-1.963, -2.210, -3.461)  -0.2636
C (-1.593, -2.480, -4.778)  -0.1105
C (-2.155, -3.539, -5.480)  -0.0953
C (-3.104, -4.349, -4.874)  -0.1034
C (-3.489, -4.093, -3.565)  -0.0963
C (-2.923, -3.033, -2.870)  -0.1141
H (-1.307, -2.383, -0.614)  -0.0496
H (-2.877, 0.609, -0.336)  0.0327
H (-4.704, 2.276, -0.327)  0.1081
H (-5.414, 3.347, -2.441)  0.1017
H (-4.319, 2.724, -4.568)  0.1007
H (-2.532, 1.026, -4.587)  0.1048
H (1.211, -2.117, -3.384)  0.1030
H (3.250, -1.522, -4.624)  0.1002
H (3.595, 0.801, -5.407)  0.0986
H (1.888, 2.525, -4.924)  0.1005
H (-0.152, 1.930, -3.678)  0.0838
H (-0.850, -1.857, -5.265)  0.0919
H (-1.853, -3.732, -6.503)  0.0980
H (-3.543, -5.175, -5.418)  0.0967
H (-4.235, -4.717, -3.087)  0.0979
H (-3.243, -2.840, -1.851)  0.0964

## Properties
- Calculated total energy: -5561.693568 Eh
- HOMO (alpha / beta): -5.90 / -6.71 eV
- ΔE to the lowest compared entry with this formula, charge and spin: 9.1 kcal/mol
- ⟨S²⟩: 0.7594
- Molar mass: 988.7 g/mol
- 2S+1: 2
- Frontier orbital gap (alpha / beta): 6.4527 / 7.2519 eV
- Net charge: 0